Entry 1:
# C33H52AuGeN4SSi2

A molecular structure, C33H52AuGeN4SSi2 in a non-equilibrium geometry (ωB97M-V/def2-TZVPD, OMol25).

```
94
Properties=species:S:1:pos:R:3:mulliken_charge:R:1
Au -0.218 0.007 -0.770 0.645
Ge 0.945 -2.421 1.422 1.265
S 0.570 1.305 -2.779 -0.829
Si -2.378 -2.273 0.618 -0.193
Si -0.478 2.708 -5.772 0.164
N 3.470 4.012 4.196 -0.693
N -1.694 0.136 -2.709 -0.156
N 1.008 1.304 0.577 0.032
N 5.031 3.779 2.591 0.038
C -0.689 -1.437 0.823 -0.516
C -2.563 0.872 -5.208 -0.206
C 1.500 2.463 2.611 -0.790
C 0.290 1.894 -7.326 -1.111
C 7.169 5.683 4.927 -0.430
C 4.615 4.617 4.598 0.498
C -2.074 -5.022 -0.279 -1.964
C 3.718 3.507 2.985 0.054
C -3.771 -3.713 -1.493 -1.780
C -1.355 -3.238 -1.828 -1.457
C -2.412 -3.623 -0.794 3.240
C -2.850 -0.317 -3.177 0.179
C 3.140 2.348 0.858 -0.742
C 2.236 1.645 0.126 -0.707
C -1.864 3.885 -6.385 -1.146
C 6.197 5.836 5.910 -0.422
C 5.622 4.479 3.602 0.714
C 1.444 -4.177 0.595 -1.611
C -0.939 0.943 -3.471 0.635
C -3.182 -2.909 2.297 2.418
C -4.686 -3.143 2.130 -1.888
C 2.817 2.794 2.175 1.019
C 6.890 5.000 3.749 -0.947
C -3.533 -0.805 0.168 -1.349
C -1.374 1.403 -4.734 0.292
C 0.668 1.738 1.816 -0.367
C 2.610 -1.364 1.196 -1.410
C -3.000 -1.814 3.350 -2.117
C 4.921 5.316 5.767 -0.739
C 0.918 -2.735 3.409 -1.512
C -2.543 -4.187 2.841 -1.746
C -3.309 -0.016 -4.441 -1.354
C 0.813 3.786 -4.896 -1.047
H -1.903 -5.708 -1.112 0.535
H -1.575 -2.275 -2.271 0.058
H -0.444 1.298 -7.860 0.347
H 2.776 -1.085 0.160 0.315
H 7.638 4.884 2.977 0.374
H 8.155 6.102 5.079 0.371
H -4.471 -1.118 -0.280 0.353
H -5.180 -2.247 1.768 0.304
H 4.105 2.561 0.420 0.188
H -3.028 -0.131 -0.515 0.174
H -2.776 -4.315 3.900 0.498
H 1.344 -4.169 -0.484 0.405
H 3.469 -1.941 1.535 0.512
H -4.540 -4.078 -0.814 0.309
H 5.458 3.498 1.728 0.152
H 4.178 5.450 6.537 0.432
H 6.452 6.382 6.811 0.361
H -2.924 1.148 -6.190 0.277
H 0.405 4.219 -3.989 0.338
H 1.813 -3.277 3.703 0.461
H 2.491 -4.350 0.826 0.499
H -0.379 -3.170 -1.359 -0.191
H -4.882 -3.950 1.428 0.288
H 1.678 3.204 -4.602 0.297
H 0.061 -3.298 3.762 0.457
H 1.190 2.802 3.587 0.481
H 0.876 -5.014 0.986 0.425
H -3.716 -4.402 -2.338 0.476
H -1.464 -4.151 2.730 0.063
H -0.329 1.478 2.144 0.413
H -5.140 -3.412 3.085 0.512
H -4.089 -2.748 -1.874 0.273
H -0.811 -0.718 1.635 -0.156
H -3.770 -0.228 1.056 0.382
H 1.115 1.240 -7.069 0.339
H -1.947 -1.640 3.555 0.292
H -3.440 -0.877 3.017 0.306
H -2.893 -5.425 0.312 0.294
H 0.924 -1.776 3.921 0.357
H -3.418 -0.941 -2.505 -0.107
H -2.381 4.350 -5.552 0.339
H -2.608 3.356 -6.973 0.328
H 0.664 2.649 -8.011 0.310
H -1.299 -3.977 -2.631 0.605
H 2.471 1.324 -0.878 0.505
H -1.458 4.676 -7.008 0.327
H -4.230 -0.445 -4.810 0.402
H -3.489 -2.094 4.286 0.598
H -1.177 -4.999 0.331 0.239
H 1.146 4.598 -5.537 0.336
H 2.572 -0.454 1.783 0.258
H -2.903 -5.070 2.323 0.327
```

The calculation puts the LUMO energy (alpha / beta) at 1.52 / 1.52 eV. As for the total charge: -1. As for the energy above the lowest of the compared OMol25 structures with the same formula, charge and spin: 74.4 kcal per mole.

---

Entry 2:
# C28H26BCrN5O8S

A molecular structure, C28H26BCrN5O8S (ωB97M-V/def2-TZVPD, OMol25).

```
70
Properties=species:S:1:pos:R:3:mulliken_charge:R:1
Cr -0.551 -0.403 1.237 -0.137
S 6.299 -0.484 -2.106 1.452
O 5.932 -1.507 -3.079 -0.708
O -2.003 2.208 0.214 -0.424
O 7.529 -0.761 -1.391 -0.702
O 6.182 0.878 -2.632 -0.754
O 1.646 -0.743 -3.849 -0.659
O 0.256 -2.422 0.223 -0.254
O -2.999 1.427 2.120 -0.496
O -3.596 -0.237 -0.408 -0.758
N 1.910 -0.572 1.990 -0.294
N 0.574 0.740 -0.163 1.273
N -1.596 -1.310 -0.229 0.583
N 3.515 0.553 -3.920 -0.363
N -3.337 -2.233 -1.484 0.085
C -5.386 4.142 1.444 -0.497
C -0.836 -2.427 -0.378 0.693
C -1.344 -3.503 -1.191 -1.593
C -2.875 -1.184 -0.674 0.344
C -3.718 2.483 1.635 0.732
C 2.342 0.144 -3.387 -0.132
C -2.571 -3.341 -1.712 -0.095
C -4.669 -2.145 -2.060 -1.212
C 1.053 0.198 -1.282 -0.720
C -1.344 -2.712 2.796 -0.611
C -4.781 4.615 0.285 -0.522
C 3.715 0.573 0.838 -0.377
C -1.943 -1.438 2.763 -0.415
C -4.859 3.057 2.146 -1.118
C 1.883 0.884 -2.159 0.014
C 5.008 -0.541 -0.861 0.154
C -0.056 -1.329 4.053 -1.125
C -0.190 -2.645 3.588 -0.547
C -1.111 -0.558 3.528 -0.592
C 2.224 2.190 -1.859 0.084
C 0.908 2.007 0.116 -0.129
C 4.697 0.602 -0.141 -0.825
C 4.315 -1.716 -0.597 -0.810
C -3.622 4.025 -0.221 -1.177
C 3.297 -1.740 0.343 -0.693
C 2.992 -0.590 1.069 0.123
C 1.719 2.764 -0.702 -1.632
C -3.114 2.956 0.480 0.539
B -1.958 1.202 1.200 1.617
H -3.143 4.380 -1.124 0.523
H -4.612 -2.130 -3.149 0.363
H 2.719 -2.640 0.505 0.398
H 0.738 -0.958 4.688 0.528
H -3.034 -4.090 -2.342 0.442
H -0.749 -4.384 -1.368 0.511
H 1.691 -1.484 2.377 0.362
H -5.122 -1.224 -1.710 0.346
H 3.973 -0.131 -4.509 0.351
H -5.278 -2.992 -1.741 0.370
H 0.498 -3.459 3.770 0.455
H 4.548 -2.603 -1.172 0.447
H -1.399 0.429 3.859 0.631
H -5.218 5.457 -0.237 0.384
H 4.190 1.012 -3.318 0.125
H 5.241 1.514 -0.353 0.447
H -6.285 4.622 1.807 0.376
H 2.867 2.756 -2.522 0.507
H -1.702 -3.591 2.278 0.494
H -5.321 2.677 3.047 0.494
H 0.499 2.419 1.029 0.558
H 3.483 1.471 1.402 0.324
H 0.783 -0.823 -1.503 0.741
H 2.064 0.069 2.757 0.307
H 1.952 3.783 -0.430 0.451
H -2.921 -1.185 2.378 0.741
```

The calculation puts the LUMO energy (alpha / beta) at 2.15 / 2.16 eV. As for the spin multiplicity: 4. As for the total charge: -1. As for the energy above the lowest of the compared OMol25 structures with the same formula, charge and spin: 7.1 kcal per mole.

---

Entry 3:
# C21H24BBrIrN9

A molecular structure, C21H24BBrIrN9 in a non-equilibrium geometry (ωB97M-V/def2-TZVPD, OMol25).

```
57
Properties=species:S:1:pos:R:3:mulliken_charge:R:1
Ir -0.333 -0.044 -0.032 1.208
Br -7.171 -0.605 -0.277 0.003
N 2.424 0.902 0.780 1.476
N 3.279 1.744 3.465 -0.843
N -2.486 -0.275 -0.276 0.063
N 0.752 2.759 0.877 1.101
N 0.094 2.160 -0.141 -0.843
N -0.021 0.032 2.189 -0.911
N 2.695 2.541 2.604 0.740
N 1.819 -0.025 0.016 -0.741
N 0.760 1.010 2.677 1.318
C -0.346 4.333 -0.243 -1.438
C 3.248 3.801 2.655 -0.113
C 0.479 4.078 0.837 0.184
C 4.019 -0.151 -0.348 -1.345
C -0.556 -0.649 3.210 0.465
C 4.224 2.445 4.121 0.600
C -3.112 -1.199 -1.017 -0.200
C -1.419 -1.826 3.024 -1.243
C -4.489 -1.331 -1.055 -0.568
C 5.068 1.813 5.113 -1.155
C -5.270 -0.463 -0.293 0.071
C 4.218 3.790 3.614 -1.125
C 2.761 -0.680 -0.683 0.707
C 3.758 0.843 0.569 -0.049
C -0.564 3.080 -0.846 0.442
C 2.412 -1.750 -1.625 -1.376
C -3.245 0.573 0.441 -0.140
C -0.121 -0.057 4.410 -1.377
C 0.697 0.982 4.026 0.218
C -4.625 0.523 0.460 -0.672
C -1.310 2.718 -2.064 -1.137
B 1.656 1.858 1.736 -0.499
H 5.620 2.529 5.715 0.404
H 4.968 -0.468 -0.728 0.480
H -0.896 3.236 -2.928 0.408
H -0.736 5.280 -0.558 0.496
H 0.843 4.758 1.580 0.639
H 4.446 1.506 1.053 0.531
H -0.374 -0.365 5.405 0.502
H -2.444 -1.604 3.325 0.311
H 1.799 -2.509 -1.133 0.310
H 4.497 1.109 5.728 0.368
H 5.809 1.163 4.620 0.332
H 1.200 1.697 4.645 0.612
H 2.948 4.596 2.004 0.571
H -5.188 1.224 1.056 0.497
H 3.308 -2.216 -2.024 0.392
H -1.083 -2.637 3.669 0.430
H -1.235 1.641 -2.231 0.133
H -2.353 3.023 -1.996 0.345
H -4.943 -2.099 -1.661 0.494
H -2.726 1.326 1.027 0.453
H -1.399 -2.154 1.986 0.190
H -2.493 -1.869 -1.601 0.426
H 4.834 4.605 3.940 0.547
H 1.833 -1.352 -2.463 0.306
```

The calculation puts the LUMO energy (alpha / beta) at -12.01 / -12.59 eV. As for the spin multiplicity: 2. As for the total charge: +3.

---

In order of appearance, molecular weight = 862.623 655.418 685.419 g mol⁻¹.